i | 14
Properties=species:S:1:pos:R:3:lowdin_charge:R:1 method="wB97M-V/def2-TZVPD" lumo_energy_ha=-0.001 e_homo_ev=-9.7 orbital_gap_ha=0.3567
H -1.35 1.54 -1.51 0.057
N -1.43 2.24 -0.71 0.078
C -1.07 1.71 0.38 -0.275
N -0.45 0.45 0.67 -0.131
O 0.27 0.52 1.96 -0.022
C 0.39 -0.25 -0.31 -0.107
C 0.68 -1.69 0.01 -0.401
O 0.57 -2.31 1.08 0.097
O 1.17 -2.39 -1.16 -0.011
H -1.25 2.39 1.25 0.131
H 0.09 -0.40 2.28 0.104
H 0.01 -0.32 -1.42 0.150
H 1.35 0.30 -0.46 0.153
H 1.02 -1.81 -2.06 0.175

---

ii | 14
Properties=species:S:1:pos:R:3:lowdin_charge:R:1 method="wB97M-V/def2-TZVPD" lumo_energy_ha=0.024 e_homo_ev=-8.1 orbital_gap_ha=0.3208
O -0.31 -2.10 2.22 -0.022
N -0.98 -1.78 1.12 -0.003
C -0.53 -0.84 0.37 -0.442
N -1.24 -0.41 -0.78 0.050
O -0.52 0.34 -1.75 -0.096
C 0.01 1.44 -0.92 -0.114
C 1.03 0.83 0.00 -0.114
O 0.59 -0.31 0.73 0.010
H 0.53 -1.66 2.23 0.067
H -1.65 -1.26 -1.18 0.153
H -0.79 2.00 -0.52 0.123
H 0.52 1.92 -1.68 0.109
H 1.50 1.50 0.74 0.141
H 1.83 0.34 -0.57 0.139

---

Short version: ii is the least stable of them.

---

i | 16
Properties=species:S:1:pos:R:3:lowdin_charge:R:1 method="wB97M-V/def2-TZVPD" lumo_energy_ha=0.021 e_homo_ev=-9.0 orbital_gap_ha=0.3515
O -3.15 -0.18 0.63 0.042
C -2.23 -0.60 -0.07 -0.338
C -1.09 0.03 -0.73 -0.547
S -0.96 1.85 -0.32 0.837
C 0.85 1.71 0.68 -0.214
C 1.22 0.30 0.03 -0.362
C 1.52 -1.20 0.02 -0.017
C 0.08 -0.60 -0.06 -0.356
H -2.06 -1.72 -0.35 0.156
H -1.26 -0.21 -1.79 0.126
H 0.60 1.54 1.76 0.082
H 1.51 2.44 0.42 0.017
H 1.49 0.70 -1.09 0.166
H 1.73 -1.75 0.93 0.093
H 2.13 -1.41 -1.03 0.156
H -0.37 -0.91 0.96 0.158

---

ii | 16
Properties=species:S:1:pos:R:3:lowdin_charge:R:1 method="wB97M-V/def2-TZVPD" lumo_energy_ha=0.026 e_homo_ev=-8.8 orbital_gap_ha=0.3507
O 0.54 -0.39 -2.42 0.102
C 0.45 -0.20 -1.21 -0.364
C 0.40 -1.14 0.01 -0.259
C -1.04 -1.31 0.51 -0.400
S -1.88 0.35 0.76 0.855
C -0.82 1.49 -0.15 -0.470
C 0.61 1.02 -0.31 -0.251
C 1.21 0.00 0.73 -0.075
H 0.96 -2.07 -0.11 0.144
H -1.67 -1.88 -0.24 0.095
H -1.06 -1.83 1.50 0.084
H -0.87 2.40 0.46 0.074
H -1.29 1.71 -1.11 0.083
H 1.25 1.82 -0.78 0.158
H 0.94 0.11 1.78 0.112
H 2.27 -0.09 0.57 0.112

---

iii | 16
Properties=species:S:1:pos:R:3:lowdin_charge:R:1 method="wB97M-V/def2-TZVPD" lumo_energy_ha=0.032 e_homo_ev=-8.5 orbital_gap_ha=0.3443
C -1.96 -1.20 0.44 -0.390
C -0.51 -1.58 0.08 -0.236
C 0.08 -0.17 -0.01 -0.724
C 0.96 0.06 -1.21 -0.141
C 1.98 0.92 0.61 -0.139
C 0.89 0.37 1.12 -0.083
H -2.18 -1.24 1.53 0.080
H -2.72 -1.62 -0.18 0.048
H 0.08 -2.19 0.85 0.135
H -0.52 -2.11 -0.86 0.106
H 0.44 0.60 -2.03 0.131
H 1.45 -0.88 -1.59 0.144
H 2.82 1.44 1.14 0.143
H 0.61 0.22 2.16 0.120
O 2.10 0.82 -0.75 -0.083
S -1.59 0.55 -0.08 0.887

---

iv | 16
Properties=species:S:1:pos:R:3:lowdin_charge:R:1 method="wB97M-V/def2-TZVPD" lumo_energy_ha=0.032 e_homo_ev=-8.9 orbital_gap_ha=0.3597
C 1.01 1.26 -0.13 -0.146
C 1.61 0.05 -0.27 -0.147
O 1.28 -1.34 -0.16 -0.156
C -0.09 -1.81 -0.07 -0.234
C -0.88 -0.65 0.43 -0.573
S -2.59 -0.29 -0.17 0.910
C -1.10 0.38 -0.61 -0.733
C -0.51 1.68 0.09 -0.179
H 1.58 2.22 0.08 0.114
H 2.78 -0.22 0.02 0.181
H -0.02 -2.74 0.69 0.159
H -0.50 -2.32 -1.01 0.136
H -0.63 -0.55 1.58 0.167
H -0.29 0.14 -1.57 0.199
H -0.70 1.45 1.35 0.167
H -0.96 2.74 -0.24 0.136

---

Short version: iv is the least stable of them.

---

i | 16
Properties=species:S:1:pos:R:3:lowdin_charge:R:1 method="wB97M-V/def2-TZVPD" lumo_energy_ha=0.024 e_homo_ev=-8.3 orbital_gap_ha=0.3273
C 1.54 -0.78 -0.44 -0.257
C 0.10 -0.27 -0.26 -0.624
C -0.41 -0.09 1.22 -0.173
C -1.80 0.07 0.53 -0.459
C -1.59 1.11 -0.49 -0.176
C -0.34 1.00 -0.90 -0.109
H 3.33 -0.35 0.17 0.089
H 1.58 -1.82 0.04 0.134
H 1.80 -0.84 -1.56 0.139
H 0.03 0.86 1.64 0.132
H -0.38 -1.02 1.81 0.101
H -2.77 0.02 1.09 0.121
H -2.42 1.77 -0.79 0.122
H 0.20 1.68 -1.63 0.143
O 2.49 0.10 0.08 -0.063
S -1.35 -1.44 -0.51 0.879

---

ii | 16
Properties=species:S:1:pos:R:3:lowdin_charge:R:1 method="wB97M-V/def2-TZVPD" lumo_energy_ha=0.009 e_homo_ev=-8.6 orbital_gap_ha=0.3270
S -2.58 0.01 0.00 0.722
C -0.94 -0.01 -0.06 -0.832
C -0.13 1.26 -0.22 -0.201
C 1.24 1.35 0.42 -0.217
C 2.33 0.53 -0.20 -0.076
C 2.11 -0.78 -0.29 -0.088
C 1.01 -1.35 0.47 -0.173
O -0.26 -1.18 -0.23 -0.117
H -0.80 2.10 0.22 0.131
H -0.07 1.33 -1.34 0.149
H 1.57 2.36 0.40 0.101
H 1.12 1.10 1.47 0.113
H 3.17 0.98 -0.69 0.100
H 2.73 -1.35 -1.02 0.124
H 1.08 -2.39 0.70 0.120
H 0.85 -0.83 1.46 0.142

---

iii | 16
Properties=species:S:1:pos:R:3:lowdin_charge:R:1 method="wB97M-V/def2-TZVPD" lumo_energy_ha=0.031 e_homo_ev=-8.8 orbital_gap_ha=0.3548
C -0.12 -1.19 0.81 -0.165
C -0.95 0.10 0.86 -0.532
C 0.00 1.30 0.60 -0.162
C 0.68 0.97 -0.71 -0.284
C 0.60 -1.06 -0.51 -0.329
C -0.24 -0.12 -1.39 -0.407
H 0.54 -1.20 1.66 0.120
H -0.77 -2.08 0.80 0.120
H -1.55 0.24 1.74 0.107
H 0.76 1.36 1.38 0.126
H -0.54 2.25 0.55 0.116
H 1.13 1.81 -1.26 0.154
H 0.97 -2.03 -0.95 0.163
H -0.23 -0.28 -2.49 0.122
O 1.62 -0.07 -0.41 -0.064
S -1.91 0.00 -0.68 0.914

---

iv | 16
Properties=species:S:1:pos:R:3:lowdin_charge:R:1 method="wB97M-V/def2-TZVPD" lumo_energy_ha=0.017 e_homo_ev=-8.8 orbital_gap_ha=0.3423
C 2.77 -1.28 0.25 0.153
C 1.48 -1.08 0.19 -0.006
C 0.27 -0.29 -0.18 -0.571
C 0.59 1.02 -0.76 -0.272
O 1.34 1.92 0.01 -0.035
C -0.92 -0.94 -0.81 -0.467
S -2.20 -0.14 0.12 0.824
C -0.51 0.21 1.10 -0.231
H 3.71 -1.80 0.08 0.028
H -0.34 1.75 -0.91 0.171
H 1.16 0.95 -1.65 0.125
H 0.84 2.06 0.76 0.023
H -1.11 -0.86 -1.90 0.111
H -0.84 -1.87 -0.45 0.034
H -0.53 -0.43 1.95 0.072
H -0.52 1.21 1.39 0.041

---

Short version: iv is the least stable of them.